No. 1
Formula: C3H11N3O
Source: the OMol25 dataset
Level of theory: wB97M-V/def2-TZVPD

Last column: Mulliken charge in e.
Atoms and positions in Å:
N -1.578 1.363 -1.092  -0.64
C -1.184 1.687 0.355  -0.44
O 0.125 1.446 0.590  -0.81
H -2.507 1.755 -1.247  0.26
H -0.974 1.974 -1.624  0.20
H -1.498 2.727 0.547  0.32
H -1.826 1.013 0.964  0.23
C 2.125 -0.724 1.206  -0.71
N 1.249 -1.472 0.280  -0.21
C 0.384 -0.902 -0.519  0.10
N -0.601 -1.535 -1.119  -0.36
H 3.152 -1.049 1.064  0.27
H 1.778 -0.972 2.206  0.27
H 1.966 0.329 0.997  0.31
H 1.130 -2.441 0.513  0.22
H 0.402 0.205 -0.620  0.49
H -0.867 -2.493 -0.934  0.19
H -1.275 -0.911 -1.568  0.31

* orbital gap: 7.434 eV

No. 2
Formula: C3H2O3
Source: the OMol25 dataset
Level of theory: wB97M-V/def2-TZVPD

Last column: Mulliken charge in e.
Atoms and positions in Å:
C 0.765 -0.374 -0.027  -0.05
C -0.189 -0.841 0.736  -0.67
C -1.417 -0.683 1.061  0.91
O -2.500 -0.633 1.465  -0.34
O 0.600 0.624 -1.028  0.00
O -0.461 1.583 -1.008  -0.56
H 1.762 -0.787 -0.043  0.30
H 1.440 1.112 -1.156  0.40

* orbital gap: 8.416 eV

No. 3
Formula: C5H14N2
Source: the OMol25 dataset
Level of theory: wB97M-V/def2-TZVPD

Last column: Mulliken charge in e.
Atoms and positions in Å:
C 1.945 0.812 0.090  -1.41
C 1.176 -0.498 -0.101  0.48
C 1.271 -1.482 1.046  -1.42
C -0.292 -0.200 -0.480  -0.06
N -0.349 0.381 -1.855  -0.71
C -1.129 0.542 0.539  -0.72
N -2.539 0.197 0.509  -0.56
H 3.026 0.662 0.160  0.38
H 1.648 1.201 1.067  0.30
H 1.834 1.588 -0.661  0.35
H 1.499 -0.975 -1.033  0.32
H 0.412 -2.152 1.039  0.38
H 1.329 -0.959 2.005  0.32
H 2.152 -2.121 0.982  0.39
H -0.765 -1.173 -0.650  0.24
H -1.314 0.716 -1.947  0.30
H 0.133 1.283 -1.850  0.28
H -1.050 1.645 0.467  0.32
H -0.624 0.470 1.518  0.37
H -2.787 -0.286 1.352  0.22
H -3.188 0.959 0.395  0.23

* orbital gap: 10.033 eV

No. 4
Formula: C38H109F6NO23S2V
Source: the OMol25 dataset
Level of theory: wB97M-V/def2-TZVPD

Last column: Mulliken charge in e.
Atoms and positions in Å:
V -3.612 -1.941 -1.183  1.33
C -0.289 1.678 -2.165  0.68
F -0.878 0.884 -3.052  -0.26
F 1.006 1.371 -2.103  -0.17
F -0.494 2.892 -2.670  -0.20
S -1.277 1.605 -0.501  0.75
O -0.648 2.528 0.431  -0.48
O -2.693 1.926 -0.829  -0.58
N -1.112 -0.120 -0.141  -0.24
S -0.074 -0.147 1.016  0.77
O 1.195 0.530 0.753  -0.52
O -0.625 0.095 2.353  -0.61
C 0.334 -2.033 1.170  0.46
F -0.818 -2.714 1.192  -0.22
F 1.088 -2.342 0.093  -0.19
F 0.997 -2.318 2.325  -0.18
O -6.037 -1.004 -2.590  -0.61
H -6.395 -0.095 -2.556  0.26
C 4.238 5.499 1.342  -0.97
C 4.320 6.562 0.244  -0.16
O 5.592 6.608 -0.370  -0.52
H 5.084 5.703 1.999  0.29
H 4.385 4.486 0.968  0.23
H 3.330 5.594 1.937  0.33
H 4.054 7.524 0.681  0.23
H 3.482 6.417 -0.439  0.27
H 5.547 7.285 -1.049  0.30
C -1.156 -9.016 0.812  -1.02
C -1.219 -9.378 -0.649  -0.20
O -2.244 -8.652 -1.296  -0.50
H -0.367 -9.630 1.247  0.35
H -2.056 -9.194 1.400  0.29
H -0.841 -7.977 0.909  0.25
H -1.529 -10.402 -0.859  0.30
H -0.276 -9.238 -1.177  0.26
H -2.380 -9.033 -2.167  0.28
C 5.261 0.481 4.686  -0.89
C 6.133 1.136 5.722  -0.29
O 5.837 2.517 5.816  -0.53
H 4.225 0.651 4.980  0.22
H 5.532 -0.575 4.687  0.33
H 5.399 0.976 3.725  0.26
H 7.175 1.122 5.404  0.31
H 6.092 0.621 6.682  0.29
H 6.560 2.923 6.300  0.30
C 1.102 -2.138 9.331  -0.92
C 2.404 -1.842 8.570  -0.18
O 3.438 -2.598 9.142  -0.53
H 1.147 -1.738 10.344  0.28
H 0.910 -3.209 9.389  0.28
H 0.276 -1.608 8.857  0.29
H 2.559 -0.767 8.661  0.23
H 2.299 -2.068 7.509  0.24
H 3.445 -3.488 8.783  0.30
C -6.015 -6.617 1.009  -0.98
C -5.895 -5.638 -0.121  -0.19
O -4.545 -5.323 -0.297  -0.47
H -6.994 -7.081 1.125  0.33
H -5.739 -6.147 1.954  0.26
H -5.289 -7.429 0.986  0.26
H -6.449 -4.705 -0.021  0.27
H -6.279 -6.008 -1.072  0.27
H -4.080 -6.128 -0.537  0.23
C 0.621 -4.582 -3.888  -1.22
C -0.011 -3.200 -4.095  -0.03
O -1.303 -3.323 -3.555  -0.49
H 1.704 -4.514 -3.983  0.34
H 0.344 -5.249 -4.704  0.41
H 0.331 -5.114 -2.982  0.32
H -0.030 -2.889 -5.139  0.21
H 0.509 -2.479 -3.463  0.19
H -1.690 -4.115 -3.934  0.27
C -5.704 0.367 -8.511  -1.07
C -5.480 0.323 -6.964  -0.11
O -6.710 0.118 -6.325  -0.52
H -6.508 1.067 -8.741  0.29
H -6.041 -0.632 -8.786  0.29
H -4.824 0.688 -9.067  0.32
H -5.001 1.233 -6.603  0.27
H -4.776 -0.478 -6.738  0.23
H -6.429 -0.252 -5.485  0.31
C -0.574 10.290 -3.989  -1.08
C 0.185 9.137 -4.733  -0.11
O 0.689 9.635 -5.961  -0.52
H -1.095 9.967 -3.088  0.32
H -1.240 10.765 -4.709  0.30
H 0.154 11.039 -3.676  0.29
H -0.356 8.213 -4.933  0.30
H 0.994 8.844 -4.064  0.20
H 1.155 8.904 -6.373  0.29
C 3.732 5.202 -6.152  -0.97
C 2.933 4.920 -7.404  -0.14
O 2.604 6.169 -8.016  -0.53
H 4.797 5.406 -6.267  0.30
H 3.736 4.309 -5.527  0.32
H 3.305 6.026 -5.579  0.23
H 2.006 4.379 -7.217  0.24
H 3.466 4.319 -8.140  0.26
H 2.022 6.016 -8.764  0.29
C -5.504 0.835 3.354  -1.02
C -6.034 -0.391 2.563  -0.19
O -4.982 -1.267 2.299  -0.43
H -4.848 1.465 2.754  0.23
H -4.927 0.537 4.229  0.32
H -6.284 1.518 3.691  0.34
H -6.465 -0.175 1.585  0.28
H -6.799 -0.923 3.128  0.24
H -4.577 -1.404 3.159  0.24
C 5.507 -6.595 0.148  -0.93
C 5.135 -7.932 -0.554  -0.22
O 5.538 -9.021 0.296  -0.53
H 6.535 -6.463 0.486  0.33
H 4.866 -6.340 0.991  0.25
H 5.183 -5.809 -0.535  0.29
H 5.684 -8.020 -1.492  0.24
H 4.097 -8.060 -0.859  0.28
H 6.489 -8.995 0.424  0.29
C 0.057 0.450 -9.402  -1.03
C -0.176 -0.734 -10.262  -0.21
O 0.787 -0.755 -11.313  -0.51
H -0.686 0.424 -8.604  0.32
H -0.041 1.403 -9.921  0.30
H 1.076 0.359 -9.025  0.28
H -1.165 -0.684 -10.717  0.29
H -0.067 -1.665 -9.706  0.24
H 0.382 -1.409 -11.887  0.31
C 5.577 -0.698 -1.505  -1.04
C 6.242 0.674 -1.337  -0.11
O 7.264 0.790 -2.305  -0.54
H 4.791 -0.833 -0.762  0.30
H 6.338 -1.477 -1.455  0.31
H 5.129 -0.769 -2.496  0.28
H 6.515 0.863 -0.299  0.29
H 5.466 1.396 -1.592  0.20
H 7.710 1.623 -2.139  0.30
C -0.425 3.042 7.293  -0.93
C 0.804 3.611 6.548  -0.11
O 1.842 3.370 7.445  -0.51
H -1.258 2.990 6.593  0.34
H -0.618 3.537 8.245  0.29
H -0.225 1.984 7.465  0.17
H 0.733 4.682 6.357  0.23
H 0.975 3.115 5.592  0.25
H 2.640 3.253 6.925  0.28
C -3.138 -5.579 5.979  -0.95
C -3.002 -4.103 6.356  -0.19
O -4.135 -3.477 5.909  -0.48
H -2.813 -5.729 4.949  0.21
H -4.129 -6.033 6.009  0.33
H -2.520 -6.186 6.640  0.33
H -2.143 -3.616 5.893  0.25
H -2.921 -4.070 7.442  0.22
H -4.856 -3.711 6.499  0.29
C 4.097 -8.104 5.425  -0.90
C 3.183 -6.969 5.843  -0.22
O 3.326 -6.761 7.247  -0.52
H 4.180 -8.150 4.339  0.27
H 3.666 -9.045 5.767  0.29
H 5.141 -7.996 5.719  0.27
H 2.131 -7.184 5.656  0.25
H 3.491 -6.038 5.366  0.26
H 2.828 -7.459 7.680  0.29
C -1.200 8.554 1.618  -0.80
C -0.207 9.682 1.318  -0.22
O -0.823 10.883 1.576  -0.53
H -1.882 8.762 2.443  0.29
H -0.610 7.660 1.819  0.28
H -1.724 8.402 0.674  0.19
H 0.196 9.635 0.306  0.22
H 0.667 9.607 1.964  0.25
H -0.697 11.187 2.478  0.31
C -6.748 5.277 -3.446  -1.03
C -6.167 6.255 -2.396  -0.13
O -6.707 7.548 -2.575  -0.53
H -6.394 4.251 -3.347  0.31
H -6.463 5.625 -4.439  0.28
H -7.838 5.254 -3.459  0.30
H -5.078 6.280 -2.446  0.25
H -6.380 5.925 -1.379  0.26
H -6.271 8.144 -1.961  0.30

* expectation value of S²: 4.24
* orbital gap (spin up / spin down): 5.993 / 7.158 eV
* spin multiplicity: 4